50
Properties=species:S:1:pos:R:3:forces:R:3:lowdin_charge:R:1 method="wB97M-V/def2-TZVPD" multiplicity=4 e_homo_ev="-3.840 / -6.691" lumo_ev="0.253 / 0.211" e_above_lowest_ev=0.184 e_tot_ev=-128486.2879 orbital_gap_ev="4.0935 / 6.9020"
V -0.940 2.128 0.556 0.56 1.77 -0.51 0.60
C 1.926 3.260 0.459 0.10 1.41 -0.81 -0.08
O 0.566 3.402 0.907 2.27 1.62 1.54 -0.37
C 0.404 3.766 2.397 2.87 0.04 -2.65 -0.11
C -0.837 4.535 2.325 -2.37 -0.19 -0.53 -0.11
O -1.838 3.593 1.671 -0.15 1.79 0.50 -0.26
C -2.772 4.187 0.739 -0.73 1.22 -0.16 -0.16
C -2.164 4.400 -0.658 1.17 -0.14 -0.22 -0.15
O -1.704 3.077 -1.041 -0.32 1.46 -1.10 -0.34
C -1.493 2.592 -2.392 -0.04 1.15 0.25 -0.04
H 2.551 3.974 1.036 -0.21 -0.20 -0.47 0.08
H 1.956 3.539 -0.650 -0.08 -0.46 1.58 0.11
H 2.354 2.277 0.602 -0.35 -0.48 0.05 0.08
H 1.321 4.349 2.742 -1.22 -0.33 -0.57 0.15
H 0.442 2.802 2.874 -0.73 -0.23 0.60 0.12
H -0.804 5.436 1.667 0.40 -0.60 0.78 0.14
H -1.210 4.745 3.325 -0.24 0.28 -0.06 0.13
H -3.201 5.146 1.156 0.56 -0.82 -0.41 0.15
H -3.599 3.486 0.588 0.26 -0.07 0.49 0.13
H -1.357 5.163 -0.644 0.21 -0.68 0.21 0.13
H -2.803 4.802 -1.425 -1.05 -0.09 -0.02 0.12
H -0.443 2.377 -2.556 0.19 0.01 0.24 0.08
H -1.802 3.319 -3.156 -0.21 -0.02 0.31 0.09
H -2.051 1.680 -2.461 -0.31 -0.43 -0.12 0.09
Br 5.347 -4.822 -4.293 -0.15 -0.45 0.95 0.65
C 4.125 -5.503 -2.951 0.31 0.75 0.14 -0.70
C 4.438 -6.577 -2.107 0.55 -0.72 -0.10 -0.13
C 3.419 -7.259 -1.427 -0.50 0.09 -0.12 -0.10
C 2.101 -6.821 -1.595 -1.22 0.61 -0.30 -0.09
C 1.821 -5.589 -2.255 1.25 -1.41 0.07 -0.16
C 2.871 -4.890 -2.871 -0.81 -0.17 -0.15 -0.73
I 2.369 -2.967 -3.682 0.31 -0.94 0.22 0.80
H 5.470 -6.984 -1.992 -0.89 0.59 -0.51 0.12
H 3.628 -8.173 -0.836 -0.02 0.81 -0.50 0.11
H 1.200 -7.411 -1.269 1.29 0.59 -0.06 0.12
H 0.803 -5.294 -2.441 -0.13 0.27 0.37 0.08
C -0.230 -1.137 2.271 -1.07 -1.28 0.20 -0.09
C -1.376 -0.807 1.249 1.64 2.19 -0.77 -0.71
C -2.692 -0.751 2.040 -0.08 -0.84 -0.24 -0.09
C -1.391 -1.663 -0.045 0.07 -2.23 1.54 -0.08
N -1.067 0.570 0.794 -1.15 -6.16 1.35 -0.25
H -0.465 -2.160 2.707 0.59 0.85 -0.42 0.07
H -0.385 -0.419 3.135 0.79 -0.60 -1.16 0.07
H 0.787 -1.155 1.779 -1.12 0.34 0.76 0.08
H -2.832 -1.723 2.544 -0.03 0.32 0.18 0.07
H -3.573 -0.654 1.377 0.46 0.39 0.26 0.07
H -2.627 0.076 2.786 -0.19 -0.62 -0.64 0.07
H -1.419 -2.736 0.295 0.04 0.49 -0.30 0.07
H -0.485 -1.618 -0.694 -0.76 0.60 0.55 0.07
H -2.337 -1.568 -0.580 0.23 0.53 -0.27 0.06